Record 1
# CH5S2

2 unconnected molecules or ions with the total composition CH5S2 in a non-equilibrium geometry (ωB97M-V with the def2-TZVPD basis set, the Open Molecules 2025 dataset).

Structure (ORCA input):
```
! wB97M-V def2-TZVPD RIJCOSX def2/J DEFGRID3
* xyz -1 1
S 2.35120 0.01447 0.28732
H 3.12665 0.64830 1.21006
C -1.30783 0.17787 -0.11646
S -0.47850 -1.16295 -1.07668
H -0.89071 0.24499 0.88032
H -2.34892 -0.12025 0.03815
H -1.26138 1.07486 -0.72027
H 0.80949 -0.87728 -0.50245
*
```

Properties
HOMO = -3.02 eV
orbital gap = 6.70 eV
energy above the lowest of the compared OMol25 structures with the same formula, charge and spin = 7.5 kcal/mol
largest force on an atom = 1.558 eV/Å

***

Record 2
# C5H14NS2

A gas-phase ion, C5H14NS2 (charge +2) in a non-equilibrium geometry (ωB97M-V with the def2-TZVPD basis set, the Open Molecules 2025 dataset).

Structure (ORCA input):
```
! wB97M-V def2-TZVPD RIJCOSX def2/J DEFGRID3
* xyz 2 2
N -2.15794 -1.84539 -1.41615
C -0.77525 -2.50644 -1.62480
C 0.19886 -2.23175 -0.42361
S -0.27072 -1.30123 1.06585
S -0.44006 0.64973 0.58275
C 1.06732 1.40854 0.00193
C 1.43225 2.66925 0.80058
C 1.52896 3.95519 -0.06722
H -2.04800 -0.83781 -1.51148
H -2.86887 -2.20052 -2.06303
H -2.42264 -2.06185 -0.45219
H -1.04410 -3.54584 -1.78591
H -0.30354 -1.97660 -2.43648
H 0.57630 -3.20632 -0.12808
H 1.03122 -1.66202 -0.82734
H 0.78494 1.67947 -1.01385
H 1.91875 0.73866 -0.05914
H 2.30631 2.53683 1.43316
H 0.65998 2.90979 1.53925
H 2.58377 4.12754 -0.22421
H 1.06289 3.84895 -1.04889
H 0.95254 4.76723 0.36818
*
```

Properties
HOMO (alpha / beta) = -18.22 / -18.42 eV
orbital gap (alpha / beta) = 10.25 / 6.47 eV
energy above the lowest of the compared OMol25 structures with the same formula, charge and spin = 12.9 kcal/mol
largest force on an atom = 1.925 eV/Å

***

Record 3
# H20O10

10 unconnected molecules or ions with the total composition H20O10 (ωB97M-V with the def2-TZVPD basis set, the Open Molecules 2025 dataset).

Structure (ORCA input):
```
! wB97M-V def2-TZVPD RIJCOSX def2/J DEFGRID3
* xyz 0 1
O 0.35959 0.51388 -0.18423
H -0.35481 0.18786 0.38934
H 0.49076 -0.18955 -0.83140
O 2.63216 -2.13519 -0.50271
H 1.76745 -2.55126 -0.38468
H 3.25706 -2.73513 -0.08279
O -0.63618 2.60471 1.38142
H -1.48474 2.77981 0.95574
H -0.10643 2.13657 0.71161
O 0.94833 -1.54029 2.38389
H 1.82678 -1.19134 2.19782
H 0.51337 -0.84005 2.88611
O 1.66435 2.76955 -2.42788
H 2.27958 2.96414 -3.14192
H 1.90954 1.89626 -2.10338
O -0.19472 -1.83828 -2.11211
H -0.98566 -1.52087 -2.55859
H 0.51166 -1.79120 -2.78381
O -3.63865 1.80458 0.82566
H -3.23323 0.92470 0.87224
H -4.55404 1.68571 1.09584
O -1.93375 -0.62688 0.87402
H -2.29079 -1.08610 0.10341
H -2.00567 -1.25920 1.60281
O 2.10278 -1.22331 -3.55970
H 2.50893 -1.29455 -2.67910
H 2.72553 -0.70825 -4.08148
O -1.15317 0.47585 3.91263
H -1.04328 0.77963 2.99670
H -1.88277 1.00821 4.24453
*
```

Properties
HOMO = -10.63 eV
orbital gap = 10.72 eV
structure (SMILES) = O.O.O.O.O.O.O.O.O.O
energy above the lowest of the compared OMol25 structures with the same formula, charge and spin = 51.3 kcal/mol
largest force on an atom = 0.615 eV/Å

***

Record 4
# C38H42N8O6PtS

A molecular structure, C38H42N8O6PtS (ωB97M-V with the def2-TZVPD basis set, the Open Molecules 2025 dataset).

Structure (ORCA input):
```
! wB97M-V def2-TZVPD RIJCOSX def2/J DEFGRID3
* xyz 0 5
Pt -0.84853 -0.81918 1.09933
O -3.54564 -2.99677 -0.99559
C -2.52909 -2.55267 -0.46994
N -2.58045 -1.60873 0.61448
C -3.60213 -1.33384 1.43183
C -4.90553 -1.89509 1.35432
C -5.84953 -1.51090 2.25866
C -5.56031 -0.55831 3.26986
C -4.32301 0.00600 3.37798
C -3.30322 -0.36030 2.46692
N -2.05654 0.16482 2.42073
C -1.66835 1.18820 3.28430
O -1.79636 1.14818 4.48758
C -1.13340 2.42670 2.60827
C -0.86611 3.53857 3.39974
C -0.48995 4.71268 2.76988
C -0.39428 4.72729 1.38693
C -0.66893 3.55732 0.69164
N -1.03509 2.42763 1.28291
C -1.17651 -2.85750 -0.83290
C -0.86286 -3.87513 -1.75984
C 0.43132 -4.22059 -1.99984
C 1.47227 -3.54334 -1.29138
C 1.13428 -2.55220 -0.41819
N -0.13929 -2.16516 -0.20430
H -5.11334 -2.60515 0.57032
H -6.84131 -1.93967 2.20535
H -6.33459 -0.27930 3.97145
H -4.10644 0.71452 4.16347
H -0.96351 3.46262 4.47234
H -0.28184 5.60344 3.34819
H -0.11494 5.62422 0.85173
H -0.59709 3.52712 -0.39045
H -1.69197 -4.37383 -2.24355
H 0.67007 -5.01724 -2.69081
H 2.51255 -3.79551 -1.43456
H 1.88718 -1.99830 0.12906
C 1.35040 -3.04898 3.43067
C 0.89920 -2.03282 4.47977
C -0.62073 -2.06314 4.66058
C 1.46830 -0.64238 4.26818
C 2.04757 -0.00404 5.34972
C 2.68145 1.22536 5.23327
C 2.80998 1.84006 3.98847
C 2.25780 1.27183 2.86484
C 2.45298 1.83258 1.47504
C 2.91642 3.28426 1.46184
C 3.44514 0.95652 0.69930
C 1.48896 0.05933 3.01256
N 0.81010 -0.34529 1.96132
H 1.01395 -4.04545 3.72069
H 2.43777 -3.07313 3.33825
H 0.92356 -2.83375 2.45434
H 1.33699 -2.34826 5.43233
H -1.12819 -1.94832 3.70365
H -0.96685 -1.27341 5.32564
H -0.91224 -3.02695 5.08099
H 2.01613 -0.49540 6.31451
H 3.11084 1.69192 6.10987
H 3.35755 2.76850 3.90972
H 1.48523 1.77402 0.96667
H 3.93382 3.38230 1.84641
H 2.26163 3.92369 2.05509
H 2.92075 3.66251 0.43850
H 4.43081 0.99189 1.16807
H 3.54760 1.31360 -0.32717
H 3.12315 -0.08449 0.66770
C 3.72201 -0.43898 -7.40953
C 2.67515 -0.49925 -6.30724
S 1.05929 -0.18341 -6.98509
O 1.03179 1.18149 -7.44935
O 0.73485 -1.26395 -7.87617
C -0.02074 -0.30274 -5.57165
C -0.06632 0.99335 -4.77542
N -0.88978 0.83689 -3.58283
C -0.40856 0.55896 -2.34284
N -1.37319 0.39860 -1.46146
C -2.54015 0.58960 -2.12842
C -2.26442 0.85892 -3.43694
N -3.18790 1.10476 -4.49665
O -2.74388 1.19508 -5.63356
O -4.35818 1.20463 -4.19312
C 1.03891 0.44923 -2.01909
H 4.70892 -0.61861 -6.98548
H 3.72273 0.53898 -7.88752
H 3.52532 -1.19631 -8.16593
H 2.85078 0.25975 -5.54324
H 2.63018 -1.48321 -5.84023
H 0.32990 -1.14226 -4.96894
H -1.00193 -0.54639 -5.97875
H -0.44044 1.80370 -5.39271
H 0.92790 1.26574 -4.42327
H -3.50627 0.49555 -1.66394
H 1.58426 1.35123 -2.30458
H 1.50296 -0.40934 -2.51003
H 1.12925 0.31486 -0.94278
*
```

Properties
HOMO (alpha / beta) = -5.42 / -8.39 eV
orbital gap (alpha / beta) = 5.11 / 6.36 eV
energy above the lowest of the compared OMol25 structures with the same formula, charge and spin = 7.5 kcal/mol
largest force on an atom = 0.613 eV/Å

***

Record 5
# C15H26InO17P2

A molecular structure, C15H26InO17P2 in a non-equilibrium geometry (ωB97M-V with the def2-TZVPD basis set, the Open Molecules 2025 dataset).

Structure (ORCA input):
```
! wB97M-V def2-TZVPD RIJCOSX def2/J DEFGRID3
* xyz -1 1
O 2.42159 -1.05495 -6.33794
P 3.59290 -0.30058 -5.74443
In 5.77355 -1.63484 -5.83300
P 6.53619 -1.61155 -3.38306
O 6.57335 -0.19197 -2.87158
H 3.26649 0.06826 -4.42160
H 3.81478 0.90591 -6.45764
H 7.01375 -0.80843 -6.80310
H 5.55576 -3.25675 -6.50211
H 7.77473 -2.26705 -3.14680
H 5.59653 -2.35135 -2.61227
C 2.95592 2.14364 -0.12262
C 3.95560 1.71854 -1.17625
O 3.09612 1.25041 -2.22646
C 1.89141 1.83921 -2.09279
O 1.01432 1.78769 -2.89464
O 1.80783 2.49976 -0.91149
H 3.29357 2.98764 0.46976
H 2.68229 1.32834 0.54645
H 4.55298 2.54808 -1.55530
H 4.62506 0.92899 -0.84974
C 0.20542 2.04114 3.36998
C -0.06821 3.52501 3.44640
O 1.24769 4.06922 3.60766
C 2.13687 3.18176 3.10166
O 3.28681 3.41692 2.92454
O 1.53600 2.00303 2.82169
H -0.47813 1.50766 2.73038
H 0.21543 1.56799 4.35163
H -0.50181 3.92000 2.52570
H -0.70070 3.80052 4.28518
C -4.70968 1.18609 1.01808
C -3.84542 0.03874 0.53677
O -2.71632 0.12422 1.41996
C -3.10556 0.75184 2.54185
O -2.44434 0.82711 3.53131
O -4.33771 1.28486 2.40164
H -5.77390 0.99183 0.92413
H -4.46842 2.12832 0.52354
H -4.32417 -0.93049 0.67626
H -3.52795 0.13936 -0.49675
C 0.89767 -2.39395 -3.76055
C -0.18155 -3.24220 -4.38957
O -0.02864 -4.49451 -3.70282
C 0.56750 -4.25131 -2.51088
O 0.67535 -5.05448 -1.63968
O 1.01077 -2.98035 -2.44609
H 0.63149 -1.34315 -3.69354
H 1.84768 -2.48404 -4.28488
H -1.18589 -2.85984 -4.19304
H -0.04851 -3.36814 -5.45959
C -5.12460 -0.64082 5.89501
C -6.54082 -1.02311 6.27723
O -7.19863 -1.05882 5.00493
C -6.26086 -1.27324 4.05035
O -6.49719 -1.51029 2.91123
O -5.01915 -1.17336 4.57208
H -4.36838 -1.07749 6.54060
H -4.97695 0.43909 5.85072
H -6.59943 -2.01338 6.73183
H -7.02044 -0.30077 6.93165
*
```

Properties
HOMO = -4.80 eV
orbital gap = 6.35 eV
energy above the lowest of the compared OMol25 structures with the same formula, charge and spin = 9.7 kcal/mol
largest force on an atom = 1.125 eV/Å

***

Record 6
# C13H27N3O4P

A gas-phase ion, C13H27N3O4P (charge +1) in a non-equilibrium geometry (ωB97M-V with the def2-TZVPD basis set, the Open Molecules 2025 dataset).

Structure (ORCA input):
```
! wB97M-V def2-TZVPD RIJCOSX def2/J DEFGRID3
* xyz 1 1
C -0.09049 3.78669 4.49853
C 0.45449 4.09741 3.10503
C 0.63092 2.85688 2.28159
O 0.97492 1.79281 2.72073
O 0.41193 3.02242 0.93778
C -0.62815 2.22030 0.36979
C -0.14928 1.59669 -0.94924
C 0.08145 0.09166 -0.82287
C 1.03788 -0.31436 0.32209
C 1.83102 -1.52089 -0.20224
C 1.22594 -1.89944 -1.54599
C 0.24476 -3.09232 -1.57364
C -1.21429 -2.74437 -1.34672
O -1.75125 -1.97364 -2.13906
N -1.88421 -3.40004 -0.33535
C -1.31003 -3.20127 1.00155
C -3.33643 -3.15473 -0.35512
N 0.61896 -0.61904 -2.05712
P 1.95668 0.18786 -3.12221
N 0.91355 1.24990 -3.89151
O 2.70314 1.14092 -2.03543
H -0.04597 4.67135 5.13339
H 0.48372 2.99471 4.97865
H -1.13124 3.46031 4.45674
H 1.45296 4.53970 3.20478
H -0.17139 4.81953 2.58354
H -1.48929 2.86555 0.18342
H -0.93811 1.46066 1.09206
H 0.73661 2.13957 -1.26127
H -0.94039 1.78375 -1.68589
H -0.91090 -0.32604 -0.64817
H 1.70733 0.52162 0.50806
H 0.44167 -0.53381 1.20411
H 2.88784 -1.26438 -0.30159
H 1.82369 -2.36451 0.49011
H 2.01810 -2.19819 -2.23828
H 0.26964 -3.54376 -2.56863
H 0.60760 -3.85350 -0.88176
H -1.71855 -3.95229 1.67820
H -0.22784 -3.32427 0.99696
H -1.57123 -2.21503 1.40142
H -3.57505 -2.11142 -0.55879
H -3.81174 -3.80618 -1.08677
H -3.74174 -3.41527 0.62318
H -0.12552 -0.85579 -2.72608
H 0.28803 1.76391 -3.28515
H 1.45293 1.90685 -4.44872
H 3.50734 0.71350 -1.70412
*
```

Properties
HOMO = -12.84 eV
orbital gap = 10.50 eV
structure (SMILES) = CCC(=O)OCC[C@@H]1CC[C@@H](CC(=O)N(C)C)[N@@H+]1P(N)O
energy above the lowest of the compared OMol25 structures with the same formula, charge and spin = 0.0 kcal/mol
largest force on an atom = 1.158 eV/Å

***

Record 7
# C5H13N3S

2 unconnected molecules or ions with the total composition C5H13N3S in a non-equilibrium geometry (ωB97M-V with the def2-TZVPD basis set, the Open Molecules 2025 dataset).

Structure (ORCA input):
```
! wB97M-V def2-TZVPD RIJCOSX def2/J DEFGRID3
* xyz 2 1
C 0.84408 -0.13673 -1.81428
C 0.86078 -1.59387 -1.38002
C 2.16956 0.06677 -0.07397
C -1.13075 0.48419 0.85985
C -2.25254 -0.23982 0.97158
N 1.64445 0.73063 -1.05846
N 3.04937 0.78398 0.85367
N -3.63207 0.42095 0.79252
S 1.67191 -1.62670 0.22893
H 1.24127 0.00917 -2.90350
H -0.18879 -2.07891 -1.14991
H 1.51179 -2.22170 -2.16568
H -1.19488 1.62659 0.81243
H -0.20595 0.12364 1.00515
H -0.23402 0.13617 -1.80589
H -2.16512 -1.30125 1.08931
H 2.70005 0.94036 1.76785
H 3.22942 1.65075 0.46947
H 3.99780 0.26717 1.10799
H -3.87490 0.63867 -0.15177
H -3.60452 1.38344 1.22244
H -4.43697 -0.06350 1.32228
*
```

Properties
HOMO = -15.98 eV
orbital gap = 9.47 eV
energy above the lowest of the compared OMol25 structures with the same formula, charge and spin = 57.9 kcal/mol
largest force on an atom = 6.106 eV/Å

***

Record 8
# C3H7O2PS

A single C3H7O2PS molecule in a non-equilibrium geometry (ωB97M-V with the def2-TZVPD basis set, the Open Molecules 2025 dataset).

Structure (ORCA input):
```
! wB97M-V def2-TZVPD RIJCOSX def2/J DEFGRID3
* xyz 0 1
C 0.94964 0.84272 1.76610
C 0.79479 0.76384 0.28803
O 1.37650 1.41548 -0.53550
P -0.61898 -0.35178 -0.25660
C -0.55112 -0.32492 -2.07834
O -0.14254 -1.84780 0.08437
S -2.40457 0.07014 0.84941
H 1.96610 1.10895 2.04464
H 0.27751 1.62798 2.11788
H 0.64058 -0.09223 2.23267
H 0.34119 -0.86677 -2.38785
H -1.44447 -0.80044 -2.48130
H -0.49826 0.70795 -2.41187
H -0.68635 -2.25313 0.76834
*
```

Properties
HOMO = -8.71 eV
orbital gap = 8.78 eV
structure (SMILES) = CC(=O)[P@@](C)(O)=S
energy above the lowest of the compared OMol25 structures with the same formula, charge and spin = 0.0 kcal/mol
largest force on an atom = 3.614 eV/Å